(1)
ORCA calculation (the ωB97M-V functional and the def2-TZVPD basis) on an isolated ion of composition C26H51N4O3 and charge +1 in a non-equilibrium geometry.

Structure (ORCA input):
```
! RIJCOSX wB97M-V def2-TZVPD def2/J DEFGRID3
* xyz 1 1
C -1.526 -1.838 -1.796
C -1.971 -0.940 -2.697
C -1.725 0.547 -2.527
C -2.652 1.051 -1.401
O -3.910 0.415 -1.506
N -4.191 -0.275 -0.266
O -4.927 -1.142 -0.442
N -1.998 1.331 -3.790
C -0.885 1.821 -4.339
N -0.866 3.079 -4.832
N 0.264 1.024 -4.427
C -0.097 -0.049 -5.424
C 1.072 -1.036 -5.631
C 0.638 -2.436 -5.165
C 1.769 -3.468 -5.189
C 2.558 -3.557 -3.882
C 1.686 -3.514 -2.620
C 2.285 -4.223 -1.409
C 1.250 -4.359 -0.279
C 1.320 -3.216 0.746
C -0.063 -2.815 1.283
C -0.116 -1.390 1.798
C -1.485 -1.028 2.434
C -1.328 -0.551 3.879
C -0.586 0.782 4.003
C -0.182 1.014 5.487
C -0.504 2.430 5.973
C 0.600 3.427 5.585
C 0.087 4.869 5.593
C 1.192 5.845 5.109
C 1.654 6.837 6.212
C 0.538 0.461 -3.058
O -0.422 0.880 -2.122
H -0.585 -1.727 -1.268
H -2.112 -2.735 -1.627
H -2.509 -1.274 -3.576
H -2.156 0.775 -0.472
H -2.779 2.135 -1.445
H -2.630 2.104 -3.608
H -0.160 3.720 -4.509
H -1.482 3.406 -5.558
H -0.997 -0.602 -5.150
H -0.329 0.455 -6.362
H 1.212 -1.098 -6.708
H 1.970 -0.681 -5.131
H -0.133 -2.765 -5.867
H 0.142 -2.358 -4.199
H 1.383 -4.432 -5.513
H 2.461 -3.161 -5.978
H 3.072 -4.521 -3.876
H 3.351 -2.812 -3.812
H 0.686 -3.902 -2.826
H 1.572 -2.458 -2.337
H 3.097 -3.604 -1.027
H 2.663 -5.202 -1.699
H 0.242 -4.386 -0.699
H 1.407 -5.298 0.250
H 1.781 -2.313 0.335
H 1.937 -3.530 1.589
H -0.395 -3.489 2.077
H -0.781 -2.948 0.468
H 0.637 -1.248 2.577
H 0.118 -0.667 1.012
H -2.083 -1.941 2.444
H -2.000 -0.273 1.838
H -2.307 -0.433 4.345
H -0.763 -1.313 4.419
H 0.319 0.769 3.397
H -1.235 1.612 3.722
H -0.747 0.307 6.097
H 0.875 0.797 5.638
H -1.442 2.791 5.554
H -0.545 2.415 7.063
H 1.426 3.374 6.295
H 0.980 3.202 4.585
H -0.219 5.134 6.604
H -0.771 4.974 4.927
H 0.862 6.422 4.249
H 2.069 5.263 4.830
H 1.359 7.848 5.933
H 2.734 6.830 6.328
H 1.187 6.616 7.168
H 1.485 0.869 -2.714
H 0.651 -0.622 -3.083
*
```

Results
- structure (SMILES) = C=C[C@]1(CON=O)NC(N)=[N+](CCCCCCCCCCCCCCCCCCCC)CO1
- maximum force (eV Å⁻¹) = 1.91
- orbital gap (Ha) = 0.2805
- molar mass (g/mol) = 467.72
- HOMO level (hartree) = -0.438

From a Mulliken analysis of the wavefunction, the atomic charges in e read:
1. C -0.48
2. C -0.99
3. C 1.37
4. C -0.78
5. O -0.29
6. N 0.32
7. O -0.33
8. N -0.11
9. C 0.17
10. N -0.39
11. N -0.02
12. C -0.49
13. C -0.88
14. C 0.18
15. C -1.17
16. C -0.82
17. C 0.38
18. C -1.11
19. C -0.83
20. C -1.02
21. C -0.94
22. C -0.31
23. C -0.44
24. C -1.40
25. C -0.10
26. C -1.01
27. C -0.83
28. C -0.56
29. C -0.66
30. C -0.47
31. C -1.10
32. C -0.01
33. O -0.45
34. H -0.01
35. H 0.47
36. H 0.52
37. H 0.11
38. H 0.61
39. H 0.39
40. H 0.25
41. H 0.25
42. H 0.31
43. H 0.53
44. H 0.40
45. H 0.33
46. H 0.34
47. H -0.18
48. H 0.42
49. H 0.35
50. H 0.43
51. H 0.35
52. H 0.45
53. H -0.39
54. H 0.37
55. H 0.50
56. H 0.44
57. H 0.52
58. H 0.42
59. H 0.52
60. H 0.47
61. H 0.20
62. H 0.53
63. H 0.15
64. H 0.47
65. H 0.07
66. H 0.42
67. H 0.43
68. H 0.28
69. H 0.36
70. H 0.48
71. H 0.34
72. H 0.34
73. H 0.41
74. H 0.26
75. H 0.38
76. H 0.26
77. H 0.36
78. H 0.39
79. H 0.31
80. H 0.28
81. H 0.28
82. H 0.34
83. H 0.34
84. H -0.32

(2)
ORCA calculation (the ωB97M-V functional and the def2-TZVPD basis) on C26H52Cl2N3O4Si2Y as an isolated structure in a non-equilibrium geometry.

Structure (ORCA input):
```
! RIJCOSX wB97M-V def2-TZVPD def2/J DEFGRID3
* xyz 0 1
C -2.245 -0.112 -5.269
C -1.619 -1.092 -4.285
H -1.484 0.559 -5.687
H -3.003 0.493 -4.751
H -2.761 -0.600 -6.112
C -0.429 -1.746 -4.582
C 0.244 -1.650 -5.886
H -0.028 -2.509 -3.927
H 0.712 -0.662 -6.041
H -0.517 -1.828 -6.668
H 1.027 -2.425 -5.935
Y 2.471 0.594 1.241
Cl 3.964 2.570 1.124
C 0.662 -1.673 2.511
O 1.675 -0.923 2.703
N 0.526 -2.799 3.149
C 1.674 -3.162 3.973
C -0.594 -3.753 3.041
H -0.098 -1.399 1.746
H 1.964 -2.294 4.577
H 2.536 -3.402 3.332
H 1.412 -4.011 4.595
H -1.508 -3.214 2.746
H -0.728 -4.225 4.025
H -0.391 -4.522 2.276
H 1.999 4.168 4.921
H -0.429 4.443 5.269
C 1.897 3.465 4.089
C -0.340 4.599 4.180
N 0.525 3.570 3.589
H 2.083 2.437 4.436
C 0.162 2.768 2.603
O 0.967 1.954 2.065
H -1.340 4.576 3.731
H -0.894 2.812 2.257
H 2.607 3.692 3.283
H 0.100 5.601 4.031
H 1.554 -0.234 -3.147
H 2.249 -2.959 -3.698
C 2.657 -0.193 -3.140
C 3.259 -2.590 -3.453
N 3.210 -1.422 -2.565
H 3.000 0.658 -2.543
C 3.643 -1.482 -1.283
O 3.810 -0.497 -0.520
H 3.839 -3.393 -2.975
H 3.761 -2.514 -0.897
H 3.008 -0.131 -4.178
H 3.739 -2.295 -4.396
O -2.340 1.636 -1.861
C -2.293 -1.301 -3.086
C -0.544 -2.347 -1.730
C -1.890 -2.294 -2.157
H 0.143 -1.620 -2.185
C -0.124 -3.280 -0.799
H -3.269 -0.856 -2.981
C -2.815 -3.233 -1.588
H 0.870 -3.185 -0.351
C -0.977 -4.312 -0.427
C -2.325 -4.280 -0.809
H -3.868 -3.136 -1.844
H -0.603 -5.096 0.228
H -2.997 -5.050 -0.478
Si -1.918 3.177 -2.096
Cl 0.980 -0.447 -0.230
C -0.061 3.491 -2.182
C -2.419 4.113 -0.490
C -2.260 3.332 -3.941
H 0.370 2.499 -1.977
H 0.308 4.230 -1.452
H 0.258 3.815 -3.193
H -1.580 2.585 -4.357
H -1.983 4.279 -4.397
H -3.265 3.051 -4.278
H -2.690 3.336 0.246
H -3.267 4.814 -0.478
H -1.583 4.642 -0.011
C -4.536 -0.540 -0.906
Si -3.451 0.989 -0.768
C -4.878 2.233 -1.090
C -2.615 0.495 0.851
H -4.795 -0.856 -1.918
H -5.471 -0.223 -0.427
H -4.156 -1.391 -0.343
H -5.808 1.648 -1.161
H -4.967 2.957 -0.276
H -4.783 2.752 -2.053
H -3.263 0.788 1.695
H -1.601 0.877 1.021
H -2.542 -0.608 0.896
*
```

Results
- maximum force (eV Å⁻¹) = 2.14
- orbital gap (alpha / beta) (Ha) = 0.1186 / 0.1186
- molar mass (g/mol) = 686.70
- HOMO level (alpha / beta) (hartree) = -0.132 / -0.132
- energy above the lowest of the compared OMol25 structures with the same formula, charge and spin (kcal per mole) = 39.81

From a Mulliken analysis of the wavefunction, the atomic charges in e read:
1. C -1.90
2. C 1.43
3. H 0.32
4. H 0.19
5. H 0.38
6. C 0.11
7. C -1.79
8. H 0.60
9. H 0.17
10. H 0.42
11. H 0.37
12. Y 1.30
13. Cl -0.60
14. C 0.58
15. O -0.88
16. N 0.20
17. C -0.91
18. C -0.81
19. H 0.10
20. H 0.29
21. H 0.28
22. H 0.33
23. H 0.26
24. H 0.37
25. H 0.31
26. H 0.38
27. H 0.35
28. C -0.88
29. C -0.95
30. N 0.15
31. H 0.24
32. C 0.50
33. O -0.43
34. H 0.30
35. H 0.00
36. H 0.26
37. H 0.35
38. H 0.06
39. H 0.22
40. C -0.76
41. C -0.86
42. N 0.23
43. H 0.26
44. C 0.29
45. O -0.82
46. H 0.36
47. H 0.33
48. H 0.41
49. H 0.34
50. O -0.49
51. C -1.23
52. C 0.36
53. C 0.33
54. H -0.17
55. C -0.63
56. H 0.23
57. C -0.61
58. H 0.50
59. C -0.92
60. C -0.93
61. H 0.57
62. H 0.71
63. H 0.40
64. Si 0.89
65. Cl -0.02
66. C -0.95
67. C -1.01
68. C -1.06
69. H 0.03
70. H 0.36
71. H 0.33
72. H 0.11
73. H 0.41
74. H 0.29
75. H -0.01
76. H 0.37
77. H 0.36
78. C -1.70
79. Si 0.94
80. C -1.24
81. C -0.29
82. H 0.42
83. H 0.59
84. H 0.36
85. H 0.50
86. H 0.35
87. H 0.26
88. H 0.60
89. H -0.51
90. H 0.04

Question: Which of these has the highest molar mass?
Answer: C26H52Cl2N3O4Si2Y

Question: Among the records above, which one has the highest molar mass?
Answer: C26H52Cl2N3O4Si2Y

Question: Look up the molar mass of the first one.
Answer: 467.72 g/mol